Below is a cluster of 6 separate species, C5H23NO5 in total in a non-equilibrium geometry, with properties calculated with the ωB97M-V functional and the def2-TZVPD basis.

Last column: natural (NBO) charge in e.
Positions of all 34 atoms, in Å:
C  -0.5535  0.4698  1.4710  -0.222
C  -0.7648  -0.4880  0.2823  -0.226
C  -2.1358  -0.1620  -0.3922  -0.619
C  -0.7486  -1.9502  0.7672  -0.421
C  -0.6035  -2.9282  -0.3842  -0.625
N  0.9029  0.6944  1.6862  -0.860
H  -0.9875  1.4500  1.2090  0.203
H  -1.0274  0.1091  2.3026  0.174
H  0.0339  -0.3028  -0.4931  0.203
H  -2.9241  -0.2967  0.3746  0.200
H  -2.2400  0.8813  -0.7645  0.252
H  -2.2532  -0.8015  -1.2070  0.196
H  -1.6948  -2.1788  1.3602  0.212
H  0.0719  -2.0851  1.4724  0.193
H  -0.4446  -4.0289  -0.0715  0.215
H  -1.4885  -2.9019  -1.0656  0.224
H  0.3308  -2.6846  -1.0736  0.188
H  1.3644  -0.1729  1.6545  0.367
H  1.0290  1.0743  2.5212  0.354
H  -1.3811  3.1142  -0.4990  0.490
H  -2.5337  4.0222  -0.7051  0.461
O  -2.3199  3.1675  -0.4744  -0.977
H  0.5999  2.6818  -1.3056  0.497
H  0.6109  2.4152  0.2198  0.482
O  0.3719  3.0379  -0.4824  -0.983
H  3.2894  -2.3464  0.7698  0.484
H  1.8584  -2.5437  0.4043  0.490
O  2.4907  -1.8948  0.7036  -0.947
H  1.7198  1.0791  -1.9891  0.494
H  0.5951  0.9743  -2.8383  0.459
O  1.1874  1.5853  -2.5623  -0.949
H  2.3110  1.0248  0.0328  0.493
H  2.6589  -0.4314  -0.2601  0.490
O  2.6746  0.4164  -0.6636  -0.992

## Properties
SMILES	CC[C@@H](C)CN.O.O.O.O.O
max |F|	5.1	eV/Å
net charge	0
total energy	-635.2345	hartree
ΔE to the lowest compared entry with this formula, charge and spin	0.0	kJ/mol
LUMO	0.167	eV
highest occupied orbital energy	-10.059	eV
gap between HOMO and LUMO	10.2	eV